190
Properties=species:S:1:pos:R:3:forces:R:3 method="wB97M-V/def2-TZVPD" mol_weight_g_mol=1393.30 de_lowest_kcal_mol=0.0 spin_multiplicity=2 lumo_ev="-2.213 / -9.302" total_charge=+1 energy_ev=-141462.766 fmax_ha_per_bohr=0.1300 homo_lumo_gap_ev="9.46 / 2.37"
C 5.078 -5.912 -12.806 0.7100 1.2958 1.8020
C 5.546 -4.458 -12.796 -1.4132 0.2615 -1.7977
O 6.031 -4.291 -14.140 1.6788 -0.9629 -0.9351
C 6.108 -5.497 -14.790 -0.7699 -0.5496 -3.5660
O 6.446 -5.746 -15.971 -0.5351 1.6608 4.6469
O 5.484 -6.463 -14.055 0.0567 0.3605 0.9142
H 4.019 -5.772 -12.592 -0.2425 -1.3790 -0.7648
H 5.587 -6.273 -11.913 -0.0935 -1.4133 -0.4734
H 6.230 -4.164 -11.999 0.1743 0.0110 -0.4731
H 4.614 -3.895 -12.833 0.4947 0.7657 0.7308
C 6.961 -5.635 -8.425 -0.6488 1.1019 -0.6611
C 6.517 -4.521 -7.499 -0.3796 -0.8918 -0.0770
O 6.115 -5.263 -6.340 -0.5234 0.8625 1.4866
C 6.530 -6.512 -6.358 0.1006 -3.0848 1.3404
O 6.398 -7.399 -5.495 0.3943 3.3182 -2.8279
O 7.120 -6.734 -7.569 0.8045 -1.1276 0.0232
H 7.823 -5.255 -8.974 0.4620 -0.8741 0.2548
H 6.175 -5.837 -9.153 -0.0607 -0.3579 -0.1111
H 5.595 -4.086 -7.884 0.4425 0.6781 0.1781
H 7.376 -3.882 -7.297 -0.5130 0.3160 0.3020
C 7.583 -13.377 -14.029 -0.8821 -0.0887 2.6120
C 7.802 -11.918 -13.689 1.6956 -0.4123 -0.8265
O 8.476 -11.851 -12.495 -0.7780 -1.0275 0.3033
C 8.357 -13.094 -11.835 1.1022 -2.2199 4.6328
O 8.679 -13.371 -10.657 -1.6282 1.8289 -6.2217
O 7.797 -13.991 -12.748 1.0368 1.1409 -0.0839
H 8.289 -13.611 -14.826 0.6269 -0.3652 -0.2658
H 6.577 -13.720 -14.272 -0.1649 0.1792 -0.5519
H 6.787 -11.520 -13.700 -1.1268 0.7008 0.2772
H 8.357 -11.340 -14.428 -0.0629 0.4369 -0.2483
C 10.901 -1.241 -7.570 -0.5410 1.9142 -0.5045
C 12.171 -1.930 -7.254 0.7156 -0.4861 1.0853
O 11.745 -3.294 -7.201 0.6609 -0.7759 -0.1808
C 10.402 -3.383 -7.426 2.1245 -4.7485 0.3441
O 9.804 -4.430 -7.490 0.3764 0.3985 0.1514
O 9.917 -2.255 -7.589 -2.7347 4.4441 -0.7172
H 10.974 -0.773 -8.552 -0.4649 0.0253 -0.0198
H 10.615 -0.492 -6.832 -0.0545 -0.0401 -0.1102
H 12.559 -1.638 -6.278 0.0126 -0.1934 0.0802
H 12.963 -1.723 -7.974 -0.1176 -0.5668 -0.2039
C 5.560 -9.495 -11.041 -0.5595 0.0283 -0.8893
C 4.868 -10.813 -10.729 1.7779 0.3552 1.4969
O 5.000 -11.696 -11.873 -0.5613 0.1638 -0.4884
C 4.706 -13.006 -11.798 -0.2847 -0.8300 1.6603
O 4.537 -13.694 -12.773 0.4815 0.4230 0.5923
O 4.673 -13.409 -10.479 -0.1252 0.7445 -1.2099
C 4.544 -14.787 -10.133 0.1202 -1.0787 -0.1019
H 5.014 -8.970 -11.825 0.2026 0.0702 -0.2219
H 6.584 -9.690 -11.358 0.0630 0.1095 -0.1067
H 5.605 -8.796 -10.206 -0.1206 -0.3962 0.2995
H 3.866 -10.669 -10.323 -0.2202 -0.4091 -0.6535
H 5.487 -11.236 -9.938 -0.3764 -0.3299 0.1912
H 3.969 -15.365 -10.856 0.0887 0.2685 -0.1755
H 4.078 -14.932 -9.158 -0.2592 0.7987 -0.0941
H 5.527 -15.239 -10.002 0.1782 0.1472 -0.3943
C 20.454 -7.226 -10.292 -0.3389 -0.1073 0.3257
C 19.357 -6.409 -9.624 0.7500 -0.6264 0.3240
O 18.210 -6.222 -10.477 -0.8659 -1.0584 -0.4093
C 17.427 -7.337 -10.621 -0.7544 0.0549 1.6193
O 17.593 -8.407 -10.064 0.0630 1.1036 -1.0657
O 16.290 -6.997 -11.291 1.0664 -0.1769 -0.4859
C 15.233 -7.975 -11.362 -0.1473 0.0996 1.3793
H 21.276 -7.269 -9.578 0.2898 0.1712 -0.2400
H 20.744 -6.771 -11.239 0.2238 0.0007 0.1094
H 20.169 -8.264 -10.463 -0.2295 0.1147 -0.0648
H 19.778 -5.443 -9.344 -0.4609 0.3728 -0.5869
H 19.077 -6.834 -8.660 -0.3596 -0.3207 -0.2194
H 15.421 -8.918 -11.877 0.5433 0.4054 -0.5244
H 14.363 -7.445 -11.749 0.2514 -0.0977 -0.2556
H 14.992 -8.281 -10.344 -0.0848 0.1021 0.0726
C 12.607 -8.554 -18.608 -1.5364 -0.1042 -0.0465
C 13.259 -9.276 -17.482 0.8018 -0.1997 -0.3179
O 13.420 -8.348 -16.401 2.8269 -0.5814 -0.2408
C 12.390 -7.921 -15.776 -3.3730 -0.8183 -0.3098
O 11.261 -8.409 -15.974 1.3019 1.3012 1.1210
O 12.735 -6.924 -14.973 0.5868 0.1986 0.0473
C 11.719 -6.218 -14.289 -1.7304 -0.2415 0.2073
H 12.881 -7.499 -18.636 0.6953 -0.2086 -0.2669
H 11.543 -8.489 -18.382 -0.1958 -0.2766 -0.5138
H 12.808 -9.093 -19.534 -0.2187 0.3674 -0.1316
H 14.232 -9.591 -17.861 0.5190 0.4999 0.7641
H 12.833 -10.222 -17.149 -0.6988 0.3251 0.0816
H 11.400 -6.746 -13.391 0.2950 -0.1651 -0.0310
H 10.842 -6.154 -14.933 -0.0728 0.0661 -0.0804
H 11.975 -5.203 -13.986 0.8264 -0.2522 -0.4223
C 11.741 -5.267 -10.875 -1.3858 0.3440 0.6788
C 10.548 -6.153 -10.375 1.8097 1.6375 -0.1637
O 10.321 -7.191 -11.330 -0.8992 -0.3114 -0.5996
C 9.179 -7.251 -12.075 0.8059 -0.5176 1.4890
O 8.184 -6.607 -11.954 -0.7240 1.4964 0.2400
O 9.292 -8.275 -12.879 0.8805 -1.5061 -1.3135
C 8.430 -8.416 -14.046 0.1545 0.8011 0.2323
H 11.474 -4.706 -11.770 0.3967 -0.3380 -0.2522
H 12.690 -5.802 -10.898 -0.2371 -0.1606 -0.4586
H 11.861 -4.502 -10.108 0.0668 0.1063 0.2023
H 9.674 -5.548 -10.135 -0.1460 -0.1891 -0.4064
H 10.978 -6.486 -9.431 -0.6578 -1.0930 -0.0984
H 7.723 -9.235 -13.918 -0.1902 0.3487 0.3260
H 9.045 -8.638 -14.918 0.3330 0.1195 0.3163
H 7.941 -7.454 -14.203 -0.3341 -0.3916 -0.1105
C 11.950 -16.476 -12.575 0.9713 0.2414 -0.7734
C 11.428 -15.239 -13.338 -0.5403 -1.5767 -0.5286
O 12.054 -14.040 -12.946 0.7843 1.6497 1.0145
C 11.763 -12.888 -13.556 1.3083 1.9334 1.8138
O 11.133 -12.725 -14.547 -1.5242 -0.5352 -1.3085
O 12.305 -11.796 -12.886 1.0804 -4.0199 1.3861
C 11.930 -10.497 -13.151 -1.1205 0.9329 -1.7734
H 12.163 -16.322 -11.518 -0.2888 0.0721 -0.0996
H 12.860 -16.816 -13.068 0.4756 0.3732 0.2770
H 11.347 -17.367 -12.748 -0.7137 0.4071 0.2783
H 10.351 -15.192 -13.176 -0.1498 0.4126 -0.0557
H 11.625 -15.399 -14.397 -0.2508 0.0539 -0.0973
H 12.489 -9.732 -12.612 0.2202 -0.6493 0.5103
H 10.868 -10.390 -12.932 -0.0742 0.3692 -0.0505
H 12.109 -10.303 -14.208 -0.3122 0.2646 -0.1790
C 6.785 0.116 -8.371 -0.3268 -0.4736 -1.6393
C 6.371 -1.278 -8.904 -1.0327 0.5583 1.4824
O 7.430 -2.134 -9.363 0.2604 -0.0902 -0.8639
C 7.650 -2.177 -10.690 -0.7339 1.8349 -1.9529
O 7.034 -1.520 -11.542 1.2180 -1.6462 1.9335
O 8.684 -2.997 -10.959 -0.8123 0.1848 1.2622
C 9.137 -3.178 -12.296 -0.2266 -0.2694 -0.3419
H 5.898 0.686 -8.098 -0.2008 -0.4791 0.6124
H 7.084 0.717 -9.230 0.9396 -0.0073 0.1390
H 7.501 0.039 -7.553 -0.0033 0.2346 -0.2425
H 5.532 -1.219 -9.598 0.4846 0.1019 -0.4666
H 5.945 -1.786 -8.039 0.2375 -0.3838 -0.0162
H 9.333 -4.247 -12.387 0.1946 0.0865 0.0345
H 10.048 -2.593 -12.422 -0.1079 -0.0232 -0.1770
H 8.383 -2.939 -13.046 -0.0030 0.3588 0.1958
C 8.650 -9.980 -8.588 -0.8295 -0.4959 0.7175
C 9.876 -9.408 -9.174 -0.3342 1.8052 -1.6675
O 10.915 -10.313 -9.077 1.9103 -1.6667 0.5371
C 12.180 -9.960 -9.250 1.7944 1.6855 0.0888
O 12.612 -8.798 -9.459 -1.1755 -3.6876 0.4082
O 12.937 -11.114 -9.086 -3.4233 1.3876 -0.5533
C 14.282 -11.062 -9.306 2.6026 0.7993 -0.7866
H 8.698 -10.155 -7.513 0.1177 0.0325 -0.0039
H 8.465 -10.934 -9.083 -0.0953 -0.1704 0.0985
H 7.787 -9.340 -8.770 0.0986 0.1639 -0.0134
H 10.184 -8.409 -8.865 -0.1212 -0.1552 0.5607
H 9.687 -9.305 -10.243 -0.0585 0.2153 -0.2549
H 14.754 -10.487 -8.510 0.4146 -0.4741 0.1228
H 14.618 -10.595 -10.232 -0.6796 0.6759 -0.2397
H 14.695 -12.050 -9.511 -0.3362 -0.2972 1.0451
C 4.332 -6.873 -19.620 -0.4814 0.2170 0.0815
C 5.086 -7.684 -18.582 0.0575 0.9430 -1.1447
O 4.113 -8.263 -17.686 0.8208 0.1522 -0.1659
C 4.624 -8.758 -16.577 4.2009 0.7405 0.4884
O 5.842 -8.756 -16.236 -3.4150 -0.2806 -1.2171
O 3.652 -9.217 -15.848 -0.9507 -0.9715 1.0871
C 4.063 -9.775 -14.612 0.6626 -0.7432 1.0155
H 3.552 -6.290 -19.129 -0.1055 -0.1020 0.1858
H 3.844 -7.445 -20.409 0.2158 -0.0535 -0.0183
H 4.990 -6.104 -20.025 0.1451 -0.3087 -0.3336
H 5.754 -6.948 -18.135 -0.1226 -0.5226 0.9288
H 5.705 -8.455 -19.041 -0.1326 -0.2139 0.1748
H 4.640 -10.697 -14.680 0.0618 -0.2242 -0.9002
H 3.206 -10.096 -14.019 -0.2403 0.7287 -0.2015
H 4.766 -9.126 -14.091 -0.5122 0.4502 0.0888
C 10.018 -11.666 -17.080 -0.7737 -0.3244 -0.8562
C 9.036 -10.484 -17.368 2.3578 -0.5624 1.9598
O 7.939 -10.783 -18.155 -1.9697 -1.2737 -0.3178
C 6.889 -11.469 -17.594 0.1166 0.6340 -0.7258
O 6.685 -11.664 -16.421 0.5808 -0.3160 0.6783
O 6.097 -11.857 -18.572 -0.0264 0.5699 -1.7103
C 4.830 -12.533 -18.428 0.0676 0.2929 0.6252
H 10.438 -12.146 -17.964 0.3357 0.7440 -0.4844
H 9.524 -12.563 -16.705 -0.4349 0.2147 0.7872
H 10.814 -11.370 -16.397 -0.2482 0.0550 -0.1332
H 9.638 -9.686 -17.801 -0.5081 0.0157 -0.4293
H 8.751 -10.111 -16.384 -0.4530 0.1550 -0.0535
H 5.057 -13.388 -17.792 -0.8808 0.0348 0.0361
H 4.358 -12.792 -19.376 1.3710 -0.4909 -0.5414
H 4.022 -11.860 -18.141 0.4461 0.2182 1.3173
C 14.767 -4.891 -7.877 0.3691 1.0168 1.2655
C 16.017 -5.605 -7.439 0.0553 -2.7243 -0.4490
O 16.717 -5.018 -6.352 -0.3595 1.6192 0.2705
C 17.811 -5.577 -5.917 3.7646 -3.5510 -0.9417
O 18.367 -6.641 -6.390 -2.3146 4.3227 1.9558
O 18.307 -4.821 -4.901 -0.9967 0.5393 -0.4039
C 19.636 -4.934 -4.391 0.4213 -2.2321 -0.4884
H 14.055 -4.939 -7.053 -0.2802 -0.0040 -0.1952
H 14.317 -5.285 -8.789 0.3112 -0.1385 0.1163
H 15.021 -3.838 -7.991 -0.1826 0.1590 -0.3767
H 16.688 -5.831 -8.267 0.2296 0.4153 0.0306
H 15.755 -6.580 -7.028 -0.2603 -0.3214 -0.4075
H 19.652 -5.417 -3.414 -0.5241 0.3846 0.2421
H 20.219 -4.014 -4.347 -0.6690 0.1926 -0.3634
H 20.123 -5.695 -5.002 0.4262 0.3143 -0.2784